# 1
The following is a DFT calculation (wB97M-V/def2-TZVPD) of a molecular structure, C10H26LiN3O6.

Last column: Löwdin charge in e.
Geometry (Å):
Li: -16.0374 -0.7142 -30.5841  0.614
N: -15.0595 -1.6994 -27.7412  -0.674
O: -16.1272 -2.2148 -27.3779  -0.054
O: -15.0151 -1.2399 -28.8488  -0.103
O: -14.1304 -1.4674 -27.0124  0.014
C: -19.7476 -1.5446 -28.6660  -0.050
C: -18.8826 -1.0210 -29.8240  -0.402
C: -18.4778 0.4507 -29.6459  -0.209
O: -17.7054 0.7884 -30.7319  -0.216
C: -17.3831 2.1713 -30.8517  -0.070
N: -17.7378 -1.9405 -30.0567  0.032
H: -19.1000 -1.7050 -27.8040  0.081
H: -20.0426 -2.5654 -28.9089  0.081
H: -20.5884 -0.9025 -28.4037  0.083
H: -19.5585 -1.0950 -30.6758  0.132
H: -17.9492 0.5376 -28.6966  0.146
H: -19.4289 0.9830 -29.6367  0.134
H: -16.6584 2.3346 -31.6494  0.075
H: -16.8885 2.6093 -29.9847  0.091
H: -18.2930 2.7453 -31.0266  0.100
H: -17.5321 -2.1980 -29.1020  0.040
H: -18.1257 -2.8032 -30.4107  0.079
C: -14.2872 1.8598 -29.8715  -0.116
O: -14.8085 0.8390 -30.6597  -0.281
C: -14.3364 0.9237 -32.0194  -0.169
C: -15.3499 0.3173 -32.9621  -0.217
N: -15.6214 -1.0247 -32.5696  -0.106
C: -16.7367 -1.5828 -33.2489  -0.208
C: -16.8684 -3.1166 -33.1140  -0.207
O: -16.0662 -3.7974 -34.0767  -0.209
C: -16.4535 -5.1296 -34.2776  -0.104
H: -14.6789 1.9461 -28.8580  0.105
H: -14.3819 2.8388 -30.3412  0.088
H: -13.2293 1.6755 -29.6847  0.103
H: -13.3765 0.4365 -32.1904  0.139
H: -14.3449 1.9934 -32.2285  0.120
H: -14.9058 0.2994 -33.9574  0.135
H: -16.2525 0.9282 -32.9790  0.114
H: -14.8599 -1.5956 -32.9076  0.138
H: -16.6189 -1.3991 -34.3168  0.127
H: -17.6859 -1.1537 -32.9282  0.117
H: -17.9254 -3.3630 -33.2141  0.119
H: -16.5540 -3.4795 -32.1355  0.116
H: -17.4465 -5.1295 -34.7272  0.088
H: -16.5034 -5.5418 -33.2698  0.088
H: -15.6674 -5.5565 -34.9004  0.096

E_HOMO = -7.805 eV
molar mass = 291.27 g mol⁻¹
calculated total energy = -27748.360 eV
gap between HOMO and LUMO = 0.29699 Eh
multiplicity = 1
LUMO = 0.0102 Ha
ΔE to the lowest compared entry with this formula, charge and spin = 0.0 kJ/mol

=====

# 2
The following is a DFT calculation (wB97M-V/def2-TZVPD) of 2 unconnected molecules or ions with the total composition C10H26N2O2.

Last column: Löwdin charge in e.
Geometry (Å):
C: -1.5814 2.6112 0.9116  -0.098
O: -0.4939 3.1911 0.2124  -0.173
C: 0.7575 2.5717 0.4637  -0.172
C: 1.3501 2.9989 1.8049  -0.443
N: 1.8690 4.3567 1.6433  0.074
O: 2.4521 2.2135 2.1996  -0.134
C: 2.1159 0.8553 2.4444  -0.095
H: -1.2717 2.0395 1.7826  0.078
H: -2.2359 3.4085 1.2549  0.087
H: -2.1595 1.9601 0.2562  0.076
H: 1.4415 2.9465 -0.2915  0.132
H: 0.6822 1.4897 0.3358  0.112
H: 0.5900 2.9699 2.5960  0.139
H: 1.0743 4.9818 1.5474  0.080
H: 2.3391 4.5956 2.5122  0.079
H: 2.8202 0.4523 3.1626  0.088
H: 1.0984 0.7442 2.8162  0.090
H: 2.2204 0.2883 1.5205  0.072
C: 0.8535 -2.7735 0.6414  -0.084
C: -0.5227 -2.6051 0.0194  -0.272
N: -0.6493 -1.3833 -0.7562  -0.200
C: -2.0198 -1.0832 -1.1352  -0.258
C: -2.7371 -2.0438 -2.0913  -0.083
C: 0.3520 -1.1871 -1.7917  -0.253
C: 0.4711 -2.2516 -2.8906  -0.079
H: 1.1054 -1.9131 1.2635  0.062
H: 0.8731 -3.6618 1.2741  0.075
H: 1.6376 -2.8970 -0.1060  0.067
H: -1.2577 -2.5561 0.8276  0.117
H: -0.7636 -3.5096 -0.5612  0.101
H: -2.0415 -0.0758 -1.5601  0.107
H: -2.6030 -1.0224 -0.2105  0.108
H: -2.4011 -1.9236 -3.1201  0.057
H: -3.8092 -1.8381 -2.0794  0.071
H: -2.6030 -3.0872 -1.8051  0.066
H: 1.3248 -1.0887 -1.3039  0.096
H: 0.1724 -0.2119 -2.2510  0.115
H: 0.4139 -3.2646 -2.4901  0.068
H: 1.4350 -2.1548 -3.3941  0.072
H: -0.2991 -2.1426 -3.6523  0.056

E_HOMO = -8.304 eV
molar mass = 206.33 g mol⁻¹
calculated total energy = -17865.392 eV
gap between HOMO and LUMO = 0.33616 Eh
multiplicity = 1
SMILES = COC[C@H](N)OC.CCN(CC)CC
LUMO = 0.0310 Ha

=====

# 3
The following is a DFT calculation (wB97M-V/def2-TZVPD) of a molecular structure, C10H26N2O3Sn.

Last column: Löwdin charge in e.
Geometry (Å):
Sn: -1.1902 -1.7239 2.6456  1.544
C: 0.6379 0.5238 -2.7543  -0.074
O: 0.7962 0.1440 -1.4118  -0.236
C: 2.1209 0.0999 -0.9369  -0.199
C: 2.1113 -0.2109 0.5651  -0.157
N: 1.4706 -1.5029 0.8939  -0.079
C: 1.9619 -2.6534 0.1797  -0.167
C: 1.3170 -3.9553 0.7001  -0.194
O: -0.0951 -3.8506 0.5198  -0.285
C: -0.8558 -4.9995 0.7923  -0.108
H: -0.4191 0.4572 -3.0156  0.099
H: 1.1836 -0.1414 -3.4274  0.104
H: 0.8886 1.5761 -2.9187  0.096
H: 2.7396 0.9718 -1.1630  0.144
H: 2.6228 -0.7178 -1.4656  0.123
H: 1.6181 0.6079 1.0904  0.104
H: 3.1104 -0.2242 1.0124  0.140
H: 1.6474 -1.5399 1.8925  0.073
H: 3.0169 -2.7791 0.4464  0.150
H: 1.7401 -2.7235 -0.8813  0.141
H: 1.5962 -4.1728 1.7380  0.131
H: 1.6837 -4.8038 0.1185  0.145
H: -1.9139 -4.7352 0.8116  0.092
H: -0.5559 -5.4197 1.7607  0.100
H: -0.7415 -5.7978 0.0538  0.111
C: -2.7258 2.4650 1.6052  -0.041
C: -1.7615 2.1445 0.4848  -0.406
C: -0.7058 3.2242 0.2972  -0.184
O: -1.2551 4.3686 -0.3347  -0.139
C: -1.5652 4.2049 -1.6930  -0.100
N: -1.0890 0.8817 0.7812  0.055
H: -3.3109 3.3422 1.3311  0.102
H: -2.2112 2.7169 2.5364  0.089
H: -3.3845 1.6129 1.7763  0.076
H: -2.3479 2.0360 -0.4286  0.142
H: 0.2405 2.8923 -0.1440  0.126
H: -0.4113 3.6029 1.2806  0.138
H: -1.9224 5.1471 -2.1052  0.103
H: -2.3566 3.4955 -1.9650  0.085
H: -0.7035 3.8939 -2.2944  0.089
H: -0.4678 0.6147 0.0107  0.052
H: -0.5136 0.9272 1.6154  0.016

E_HOMO = -14.946 eV
molar mass = 341.04 g mol⁻¹
calculated total energy = -25724.815 eV
total charge = +2
gap between HOMO and LUMO = 0.16047 Eh
multiplicity = 1
LUMO = -0.3888 Ha
ΔE to the lowest compared entry with this formula, charge and spin = 58.5 kJ/mol

=====

# 4
The following is a DFT calculation (wB97M-V/def2-TZVPD) of a molecular structure, C10H26N3O12S4.

Last column: Löwdin charge in e.
Geometry (Å):
C: 5.7752 -1.4955 0.9546  0.021
C: 4.4735 -0.7539 1.0521  -0.559
O: 3.6966 -0.9572 1.9200  0.135
O: 4.2809 0.1386 0.0574  -0.026
C: 3.8600 1.4254 0.4848  -0.205
S: 2.4427 2.0428 -0.4651  0.508
O: 2.5415 1.4610 -1.7739  -0.300
O: 2.6573 3.4789 -0.4276  -0.361
N: 1.1218 1.7352 0.3393  -0.338
S: 0.3400 0.3617 -0.0437  0.529
O: 1.2149 -0.7896 -0.0564  -0.334
O: -0.5330 0.5335 -1.1720  -0.311
C: -0.6405 0.2200 1.4346  -0.238
C: -2.1283 0.5089 1.2178  -0.258
C: -3.0246 -0.2882 2.1532  -0.445
S: -3.2942 -2.0591 1.7982  0.860
C: -1.9850 -2.6692 0.7410  -1.081
S: -0.8286 -3.6160 1.3682  0.709
N: -2.0602 -2.3937 -0.6128  -0.132
C: -3.1882 -1.8886 -1.2729  -0.118
C: -2.8047 -1.8093 -2.5795  -0.142
N: -1.5217 -2.2478 -2.7586  0.104
C: -1.0841 -2.5840 -1.5774  -0.159
H: 6.3972 -1.3011 1.8191  0.084
H: 6.2823 -1.2456 0.0295  0.080
H: 5.5460 -2.5570 0.9317  0.086
H: 4.6628 2.1237 0.2729  0.107
H: 3.5903 1.4379 1.5356  0.112
H: -0.4936 -0.7620 1.8644  0.073
H: -0.2324 0.9813 2.0764  0.055
H: -2.4313 0.4157 0.1793  0.089
H: -2.2931 1.5571 1.4659  0.113
H: -4.0180 0.1478 2.1082  0.070
H: -2.6620 -0.1682 3.1700  0.080
H: -4.1301 -1.6513 -0.8282  0.095
H: -3.4593 -1.4474 -3.3511  0.103
H: -0.0992 -2.9466 -1.3633  0.110
O: 4.4504 5.4671 -2.2348  -0.063
H: 3.9736 4.7636 -1.7724  0.009
H: 4.5400 6.1525 -1.5651  0.032
O: -5.4209 -2.1355 4.4410  -0.076
H: -6.2892 -2.5427 4.5097  0.030
H: -4.8184 -2.7771 4.8300  0.032
O: -5.0925 -4.2824 -1.7323  -0.047
H: -5.5612 -4.8559 -1.1186  0.048
H: -4.2779 -4.0375 -1.2772  0.027
O: 5.3311 8.3212 -3.3414  -0.065
H: 4.9259 8.5507 -4.1819  0.030
H: 5.1470 7.3782 -3.2436  0.003
O: -4.1768 -3.9878 -4.5173  -0.069
H: -4.7241 -4.1994 -3.7488  -0.007
H: -3.9200 -4.8389 -4.8813  0.028
O: -0.2991 3.0224 3.0542  -0.071
H: 0.1421 2.8818 2.1994  0.008
H: -0.0627 3.9230 3.2920  0.032

E_HOMO = -6.239 eV
molar mass = 508.59 g mol⁻¹
calculated total energy = -83173.855 eV
total charge = -1
gap between HOMO and LUMO = 0.28702 Eh
multiplicity = 1
LUMO = 0.0577 Ha

=====

# 5
The following is a DFT calculation (wB97M-V/def2-TZVPD) of a molecular structure, C10H27AlBN2O4S2.

Last column: Löwdin charge in e.
Geometry (Å):
C: -4.7316 -1.8467 0.6442  -0.137
O: -3.9970 -2.5389 -0.3302  -0.200
C: -2.7579 -1.9019 -0.6207  -0.239
C: -2.1767 -2.4937 -1.9046  -0.181
C: -0.7902 -3.1044 -1.7139  -0.234
C: 0.3081 -2.0692 -1.4658  -0.313
C: 1.6886 -2.6475 -1.1448  -0.262
Al: 3.1098 -1.2889 -0.6240  0.125
S: 4.5644 -0.8851 -2.3761  0.323
C: 2.1766 0.4464 -0.1213  -0.309
C: 1.7825 1.2716 -1.3420  -0.351
C: 0.7477 2.4237 -1.1961  -0.546
S: 0.0824 2.7767 0.4491  0.702
B: 4.2383 -2.0565 1.0804  -0.609
O: 4.8012 -3.3421 1.0621  0.043
O: 4.5302 -1.3452 2.2530  0.046
H: -5.6075 -2.4470 0.8883  0.082
H: -5.0630 -0.8671 0.2752  0.084
H: -4.1469 -1.6896 1.5602  0.086
H: -2.0705 -2.0697 0.2197  0.120
H: -2.9339 -0.8222 -0.7131  0.118
H: -2.1560 -1.7364 -2.6939  0.109
H: -2.8800 -3.2646 -2.2314  0.108
H: -0.5203 -3.7285 -2.5717  0.109
H: -0.8319 -3.7772 -0.8468  0.112
H: 0.3833 -1.4428 -2.3647  0.102
H: -0.0251 -1.4140 -0.6492  0.088
H: 1.5848 -3.3891 -0.3370  0.043
H: 2.0322 -3.2136 -2.0228  0.049
H: 3.7119 -0.9089 -3.4075  -0.275
H: 1.2900 0.1479 0.4550  0.024
H: 2.8509 1.0142 0.5284  0.050
H: 1.3967 0.6098 -2.1244  0.074
H: 2.6984 1.7019 -1.7543  0.086
H: -0.0957 2.2614 -1.8676  0.055
H: 1.1885 3.3831 -1.4774  0.054
H: -0.5475 1.6229 0.6878  -0.151
H: 4.1232 -4.0054 0.9122  0.065
H: 3.7239 -0.9973 2.6462  0.067
C: -1.6910 5.8924 3.2131  -0.691
O: -2.2243 6.8956 3.6601  0.005
N: -1.2447 5.7901 1.9303  0.150
N: -1.4939 4.7701 3.9764  0.145
H: -0.8155 4.9537 1.5719  -0.006
H: -1.3602 6.5871 1.3348  0.100
H: -1.8041 4.8012 4.9279  0.096
H: -1.0484 3.9433 3.6248  0.086

E_HOMO = -4.592 eV
molar mass = 341.26 g mol⁻¹
calculated total energy = -50927.371 eV
total charge = -1
gap between HOMO and LUMO = 0.25403 Eh
multiplicity = 1
LUMO = 0.0853 Ha

=====

> The highest calculated total energy belongs to which entry?

C10H26N2O2